[1]
C45H61AsBHgN7S3 | ωB97M-V/def2-TZVPD

Each line ends with the Mulliken spin population.
Element x y z (Å)
1 Hg -0.31 1.19 0.63  0.46
2 C -0.25 5.17 1.39  0.05
3 C -0.55 5.39 2.88  -0.02
4 C 0.45 6.41 3.42  0.00
5 C -1.97 5.93 3.10  0.00
6 N -0.39 4.11 3.63  -0.01
7 C 0.48 3.97 4.70  0.01
8 C 0.37 2.71 5.14  0.00
9 N -0.58 2.06 4.38  0.04
10 B -0.83 0.56 4.70  0.00
11 N 0.36 -0.35 4.27  0.01
12 C 0.42 -1.61 4.83  0.00
13 C 1.52 -2.23 4.39  0.01
14 N 2.16 -1.35 3.52  0.00
15 C 1.42 -0.19 3.44  0.01
16 S 1.77 1.16 2.48  0.08
17 C 3.47 -1.66 2.86  -0.01
18 C 4.53 -0.64 3.30  0.00
19 C 3.32 -1.66 1.35  0.01
20 C 3.94 -3.04 3.31  0.00
21 N -2.19 0.08 4.15  0.01
22 C -3.32 0.49 4.82  0.00
23 C -4.40 0.04 4.17  0.00
24 N -3.96 -0.67 3.06  0.00
25 C -2.58 -0.64 3.04  0.00
26 S -1.57 -1.37 1.87  0.04
27 C -4.87 -1.12 1.97  0.00
28 C -6.31 -0.94 2.44  0.00
29 C -4.67 -2.60 1.64  0.00
30 C -4.62 -0.25 0.74  -0.03
31 C -1.05 2.92 3.44  0.00
32 S -2.25 2.59 2.28  0.11
33 H -0.32 6.12 0.86  0.00
34 H -0.94 4.47 0.96  0.01
35 H 0.76 4.78 1.28  -0.01
36 H 0.34 7.33 2.85  0.00
37 H 1.48 6.05 3.29  0.00
38 H 0.27 6.64 4.47  0.00
39 H -2.09 6.88 2.56  0.00
40 H -2.13 6.11 4.17  0.00
41 H -2.70 5.22 2.75  0.00
42 H 1.15 4.74 5.04  0.00
43 H 0.89 2.21 5.94  0.00
44 H -0.90 0.48 5.91  0.01
45 H -0.35 -1.97 5.50  0.00
46 H 1.88 -3.21 4.61  0.00
47 H 4.33 0.34 2.87  0.00
48 H 5.51 -0.98 2.98  0.00
49 H 4.53 -0.53 4.39  0.00
50 H 2.92 -0.72 0.99  -0.01
51 H 2.66 -2.46 1.02  0.00
52 H 4.30 -1.81 0.88  0.00
53 H 4.08 -3.09 4.39  0.00
54 H 4.89 -3.25 2.83  0.00
55 H 3.24 -3.82 3.00  0.00
56 H -3.26 1.10 5.71  0.00
57 H -5.44 0.17 4.41  0.00
58 H -6.50 -1.50 3.36  0.00
59 H -6.97 -1.34 1.66  0.00
60 H -6.57 0.11 2.59  0.00
61 H -4.87 -3.22 2.53  0.00
62 H -3.66 -2.79 1.31  0.00
63 H -5.37 -2.89 0.85  0.00
64 H -4.70 0.81 1.01  0.00
65 H -5.35 -0.48 -0.05  0.00
66 H -3.62 -0.42 0.35  0.03
67 C 2.35 -6.39 -3.27  0.00
68 C 1.68 -5.04 -3.15  0.00
69 C 0.88 -4.72 -2.06  0.00
70 C 0.28 -3.47 -1.94  0.00
71 C -0.57 -3.21 -0.72  0.00
72 C 0.47 -2.49 -2.93  0.01
73 As -0.29 -0.69 -2.41  0.03
74 N 1.11 0.00 -1.54  0.18
75 C 2.38 0.42 -1.79  -0.01
76 C 2.89 1.55 -1.11  -0.06
77 C 4.19 1.99 -1.29  0.01
78 C 5.06 1.33 -2.15  0.00
79 C 4.59 0.20 -2.81  0.00
80 C 3.29 -0.25 -2.64  0.02
81 C -0.61 0.14 -4.21  -0.01
82 C -1.50 -0.56 -5.05  0.00
83 C -2.10 -1.89 -4.66  0.00
84 C -1.86 -0.02 -6.28  0.00
85 C -1.39 1.21 -6.70  0.00
86 C -1.79 1.78 -8.04  0.00
87 C -0.58 1.93 -5.83  0.00
88 C -0.20 1.42 -4.59  0.01
89 C 0.64 2.30 -3.69  -0.05
90 C 1.25 -2.82 -4.05  -0.02
91 C 1.50 -1.89 -5.22  0.00
92 C 1.84 -4.08 -4.13  0.00
93 H 2.29 -6.94 -2.33  0.00
94 H 3.40 -6.27 -3.53  0.00
95 H 1.87 -6.99 -4.05  0.00
96 H 0.73 -5.46 -1.28  0.00
97 H -0.58 -4.07 -0.04  0.00
98 H -1.60 -2.99 -0.99  0.00
99 H -0.20 -2.35 -0.16  -0.01
100 H 2.22 2.07 -0.43  0.07
101 H 4.53 2.86 -0.74  0.00
102 H 6.08 1.68 -2.30  0.00
103 H 5.25 -0.35 -3.48  0.00
104 H 2.97 -1.15 -3.14  -0.01
105 H -2.25 -1.96 -3.58  0.00
106 H -1.45 -2.72 -4.95  0.00
107 H -3.07 -2.02 -5.14  0.00
108 H -2.53 -0.58 -6.92  0.00
109 H -2.41 1.07 -8.59  0.00
110 H -0.91 1.99 -8.65  0.00
111 H -2.35 2.71 -7.93  0.00
112 H -0.24 2.92 -6.11  0.00
113 H 0.59 3.34 -4.02  0.00
114 H 1.68 2.00 -3.70  0.00
115 H 0.29 2.25 -2.66  0.04
116 H 1.48 -0.85 -4.93  0.00
117 H 0.74 -2.03 -6.00  0.00
118 H 2.47 -2.11 -5.66  0.00
119 H 2.47 -4.31 -4.99  0.00

Properties
2S+1: 2
HOMO-LUMO gap (alpha / beta): 5.47 / 5.83 eV
<S²>: 0.757
HOMO level (alpha / beta): -3.1 / -3.8 eV
Total charge: -1


[2]
C45H62AsF9N6O2 | ωB97M-V/def2-TZVPD

Each line ends with the Löwdin charge.
Element x y z (Å)
1 C 3.54 -5.20 -0.69  -0.08
2 C 2.06 -4.96 -1.00  -0.24
3 C 1.18 -4.83 0.23  -0.11
4 N -0.29 -4.76 -0.08  -0.25
5 C -1.06 -5.16 1.14  -0.10
6 C -1.19 -6.69 1.34  -0.16
7 C -1.69 -7.40 0.10  -0.20
8 C -0.80 -7.03 -1.09  -0.15
9 C -0.79 -5.54 -1.30  -0.10
10 C -0.64 -3.33 -0.39  0.01
11 H 4.05 -5.23 -1.65  0.08
12 H 3.65 -6.20 -0.25  0.08
13 H 3.98 -4.52 0.04  0.07
14 H 1.75 -5.73 -1.70  0.10
15 H 2.08 -4.02 -1.57  0.12
16 H 1.51 -3.98 0.82  0.14
17 H 1.34 -5.78 0.74  0.13
18 H -0.54 -4.81 2.03  0.14
19 H -2.09 -4.81 1.05  0.14
20 H -0.20 -7.09 1.57  0.11
21 H -1.86 -6.88 2.18  0.13
22 H -1.70 -8.49 0.20  0.12
23 H -2.77 -7.32 -0.08  0.12
24 H 0.18 -7.38 -0.77  0.12
25 H -1.02 -7.58 -2.00  0.13
26 H -0.28 -5.26 -2.22  0.13
27 H -1.79 -5.11 -1.43  0.13
28 H -1.72 -3.22 -0.49  0.09
29 H -0.15 -2.99 -1.30  0.11
30 H -0.15 -2.75 0.39  0.11
31 As -0.67 0.74 -0.74  0.80
32 F 0.83 -0.03 -0.25  -0.27
33 F -1.48 -0.07 0.58  -0.25
34 F -2.16 1.60 -1.14  -0.26
35 F 0.32 1.46 -2.03  -0.28
36 F -1.16 -0.51 -1.86  -0.26
37 F -0.23 2.11 0.26  -0.26
38 N 4.36 2.42 -2.57  0.03
39 C 5.43 3.29 -2.65  -0.13
40 C 5.34 4.20 -1.61  -0.11
41 C 4.21 3.83 -0.87  -0.13
42 C 3.69 2.71 -1.38  -0.16
43 H 4.02 1.70 -3.18  0.10
44 H 6.11 3.16 -3.47  0.10
45 H 6.06 4.98 -1.46  0.09
46 H 3.85 4.25 0.06  0.10
47 H 2.85 2.08 -1.11  0.09
48 N -3.62 -2.14 -2.48  0.03
49 C -4.40 -2.21 -1.33  -0.12
50 C -5.04 -3.45 -1.32  -0.12
51 C -4.83 -4.01 -2.59  -0.13
52 C -3.87 -3.26 -3.21  -0.17
53 H -2.93 -1.44 -2.70  0.12
54 H -4.23 -1.48 -0.55  0.10
55 H -5.66 -3.87 -0.55  0.09
56 H -5.45 -4.83 -2.93  0.09
57 H -3.36 -3.40 -4.15  0.11
58 N 0.30 1.67 2.95  0.03
59 C 1.43 1.01 3.40  -0.13
60 C 1.38 0.97 4.78  -0.13
61 C 0.19 1.58 5.19  -0.13
62 C -0.39 2.09 4.05  -0.14
63 H 0.14 1.87 1.97  0.08
64 H 2.20 0.67 2.72  0.09
65 H 2.10 0.63 5.50  0.09
66 H -0.15 1.67 6.20  0.09
67 H -1.27 2.70 3.92  0.10
68 N -2.48 4.98 -2.58  0.00
69 C -2.54 6.23 -3.08  -0.14
70 C -3.63 6.82 -2.45  -0.13
71 C -4.38 5.80 -1.82  -0.11
72 C -3.57 4.66 -1.82  -0.13
73 H -1.82 4.29 -2.91  0.14
74 H -1.82 6.65 -3.76  0.11
75 H -3.97 7.83 -2.62  0.09
76 H -5.34 5.82 -1.33  0.08
77 H -3.69 3.67 -1.42  0.09
78 N 2.19 0.50 -4.09  0.00
79 C 2.97 -0.47 -3.57  -0.18
80 C 3.46 -1.24 -4.59  -0.10
81 C 2.97 -0.62 -5.79  -0.11
82 C 2.09 0.37 -5.45  -0.11
83 H 1.69 1.14 -3.48  0.11
84 H 3.10 -0.71 -2.52  0.11
85 H 4.05 -2.13 -4.49  0.08
86 H 3.28 -0.96 -6.77  0.09
87 H 1.48 1.08 -5.99  0.11
88 C 6.56 -0.40 1.08  -0.08
89 C 5.49 0.29 0.51  -0.06
90 C 4.21 -0.25 0.58  -0.10
91 C 3.99 -1.43 1.30  -0.11
92 C 5.04 -2.03 1.98  -0.11
93 C 6.33 -1.56 1.81  -0.10
94 H 7.59 -0.09 0.98  0.10
95 H 5.64 1.15 -0.13  0.09
96 H 3.39 0.23 0.08  0.07
97 H 2.99 -1.80 1.50  0.09
98 H 4.79 -2.78 2.72  0.10
99 H 7.20 -2.07 2.19  0.10
100 C -1.48 7.71 0.65  -0.09
101 C -0.63 8.65 1.21  -0.10
102 C 0.64 8.30 1.72  -0.10
103 C 1.02 6.97 1.68  -0.10
104 C 0.20 5.99 1.11  -0.09
105 C -1.05 6.38 0.63  -0.10
106 H -2.46 7.87 0.22  0.09
107 H -0.95 9.67 1.34  0.09
108 H 1.26 8.99 2.27  0.10
109 H 2.00 6.63 2.02  0.10
110 H 0.44 4.94 1.07  0.09
111 H -1.70 5.56 0.35  0.09
112 C -4.59 -1.10 2.69  -0.05
113 C -4.31 0.35 2.40  -0.20
114 O -3.94 1.08 3.56  0.04
115 C -4.83 1.71 4.29  -0.40
116 O -6.01 1.70 4.09  0.16
117 C -4.31 2.41 5.57  -0.54
118 F -4.84 1.74 6.61  0.16
119 F -2.98 2.30 5.70  0.15
120 F -4.65 3.68 5.56  0.20
121 H -5.25 -1.47 1.89  0.07
122 H -5.06 -1.23 3.67  0.08
123 H -3.71 -1.73 2.72  0.07
124 H -5.10 0.88 1.87  0.13
125 H -3.44 0.40 1.74  0.10

Properties
HOMO-LUMO gap: 7.04 eV
HOMO level: -7.4 eV
Total charge: 0


[3]
C45H62N5O5P3PbS2SbTe | ωB97M-V/def2-TZVPD

Each line ends with the Löwdin charge.
Element x y z (Å)
1 Pb 0.11 -0.49 0.12  1.22
2 Te 0.84 0.38 5.07  1.27
3 C 1.29 2.18 6.14  -0.54
4 C 2.29 3.12 5.88  -0.13
5 C 2.45 4.20 6.78  -0.17
6 N 1.70 4.41 7.85  0.03
7 C 0.76 3.51 8.11  -0.17
8 C 0.53 2.37 7.33  -0.15
9 C 1.25 1.19 3.03  -0.95
10 P 2.29 0.25 1.98  0.78
11 C 3.29 -0.80 3.04  -0.44
12 C 3.49 -2.15 2.87  -0.07
13 C 4.32 -2.86 3.74  -0.08
14 C 5.07 -2.23 4.72  -0.10
15 C 4.90 -0.85 4.88  -0.08
16 C 4.03 -0.15 4.02  -0.16
17 C 3.69 1.26 1.24  -0.33
18 C 3.72 2.62 1.55  -0.11
19 C 4.64 3.49 0.94  -0.09
20 C 5.63 3.00 0.13  -0.12
21 C 5.69 1.62 -0.14  -0.09
22 C 4.75 0.76 0.44  -0.08
23 P -0.21 1.79 2.23  0.81
24 C 0.21 3.53 1.60  -0.35
25 C -0.18 3.91 0.29  -0.13
26 C 0.19 5.13 -0.26  -0.09
27 C 0.90 6.08 0.53  -0.07
28 C 1.13 5.76 1.90  -0.07
29 C 0.79 4.49 2.43  -0.12
30 C -1.62 2.01 3.43  -0.40
31 C -2.46 0.91 3.78  -0.15
32 C -3.70 1.08 4.38  -0.10
33 C -4.19 2.33 4.71  -0.10
34 C -3.32 3.39 4.55  -0.09
35 C -2.05 3.24 3.95  -0.08
36 H 2.86 3.08 4.93  0.09
37 H 3.26 4.92 6.59  0.10
38 H 0.16 3.63 9.01  0.10
39 H -0.17 1.61 7.65  0.07
40 H 2.98 -2.65 2.05  0.07
41 H 4.32 -3.93 3.66  0.10
42 H 5.82 -2.76 5.32  0.10
43 H 5.45 -0.33 5.68  0.10
44 H 3.90 0.93 4.02  0.08
45 H 3.00 3.06 2.21  0.06
46 H 4.52 4.59 1.06  0.11
47 H 6.36 3.60 -0.39  0.09
48 H 6.44 1.23 -0.86  0.11
49 H 4.89 -0.34 0.36  0.12
50 H -0.88 3.28 -0.26  0.08
51 H -0.11 5.36 -1.28  0.09
52 H 1.28 6.97 0.04  0.10
53 H 1.60 6.50 2.52  0.09
54 H 1.09 4.18 3.45  0.10
55 H -2.14 -0.11 3.47  0.09
56 H -4.31 0.20 4.51  0.10
57 H -5.22 2.48 5.09  0.11
58 H -3.63 4.36 4.89  0.09
59 H -1.39 4.12 3.83  0.10
60 O -2.76 -0.62 0.18  -0.23
61 H -2.98 0.24 0.54  0.01
62 H -2.94 -1.28 0.87  -0.01
63 N -2.07 -2.70 2.17  0.00
64 C -0.92 -3.18 2.22  -0.30
65 H -2.58 -2.75 3.04  0.02
66 O 1.42 1.40 -1.16  -0.16
67 H 1.31 2.31 -0.89  0.02
68 H 2.35 1.19 -1.10  0.03
69 C -2.67 4.01 -2.83  -0.22
70 C -1.69 3.14 -3.57  -0.49
71 Sb -1.85 1.00 -3.15  1.35
72 C -3.82 0.67 -4.11  -0.43
73 C -4.79 0.02 -3.15  -0.23
74 C -0.41 0.33 -4.68  -0.43
75 C -0.44 1.10 -6.02  -0.19
76 H -2.58 5.08 -3.13  0.07
77 H -2.50 3.92 -1.76  0.04
78 H -3.69 3.71 -3.00  0.05
79 H -0.67 3.40 -3.32  0.03
80 H -1.82 3.22 -4.66  0.04
81 H -3.65 -0.02 -4.99  0.05
82 H -4.15 1.65 -4.43  0.03
83 H -4.59 -1.05 -2.92  0.06
84 H -5.78 0.10 -3.54  0.04
85 H -4.75 0.55 -2.19  0.05
86 H -0.60 -0.74 -4.78  -0.02
87 H 0.54 0.47 -4.17  0.01
88 H -1.47 1.11 -6.42  0.06
89 H 0.20 0.61 -6.78  0.06
90 H -0.10 2.13 -5.87  0.05
91 N 2.50 -3.53 -1.65  0.19
92 C 2.48 -2.21 -1.83  -0.64
93 N 2.74 -1.74 -3.05  0.16
94 O 2.25 -1.41 -0.82  -0.28
95 H 2.42 -4.14 -2.47  0.10
96 H 2.06 -3.81 -0.77  0.04
97 H 2.49 -2.26 -3.89  0.02
98 H 2.46 -0.78 -3.16  0.09
99 N 1.20 -3.76 0.97  0.08
100 C 0.12 -3.56 1.44  -0.36
101 C -0.90 -7.38 -2.87  -0.05
102 C -0.92 -6.15 -1.97  -0.49
103 C -2.28 -5.80 -1.39  -0.07
104 O -0.23 -5.13 -2.65  -0.36
105 P -0.85 -3.95 -3.59  -0.15
106 S 0.55 -3.55 -4.91  0.25
107 S -1.61 -2.50 -2.48  0.21
108 O -2.01 -4.83 -4.26  -0.34
109 C -2.94 -4.38 -5.26  -0.47
110 C -4.29 -4.24 -4.60  -0.06
111 C -2.45 -3.17 -6.04  -0.12
112 H -1.25 -8.25 -2.32  0.07
113 H 0.15 -7.55 -3.16  0.09
114 H -1.56 -7.29 -3.71  0.06
115 H -0.23 -6.35 -1.12  0.14
116 H -3.04 -5.72 -2.17  0.06
117 H -2.24 -4.89 -0.75  0.07
118 H -2.54 -6.68 -0.71  0.10
119 H -3.02 -5.20 -5.99  0.14
120 H -4.20 -3.61 -3.68  0.06
121 H -4.71 -5.23 -4.31  0.08
122 H -5.05 -3.82 -5.30  0.08
123 H -2.20 -2.32 -5.37  0.03
124 H -3.24 -2.88 -6.70  0.06
125 H -1.53 -3.41 -6.65  0.06

Properties
Relative energy (zero: lowest compared OMol25 entry of this formula, charge and spin): 0.000 eV
HOMO-LUMO gap: 5.48 eV
HOMO level: -3.6 eV
Total charge: -1


[4]
C45H62NO16S | ωB97M-V/def2-TZVPD

Each line ends with the Löwdin charge.
Element x y z (Å)
1 C -1.72 3.36 -4.42  -0.08
2 C -1.29 1.82 -4.65  -0.18
3 C -2.17 0.76 -5.37  -0.02
4 C -1.64 -0.70 -5.58  -0.04
5 C -0.22 -1.15 -5.07  -0.02
6 C 0.67 -0.08 -4.33  -0.18
7 C 2.16 -0.40 -3.76  -0.09
8 C 3.03 0.92 -4.13  -0.12
9 C 3.15 1.29 -5.63  0.02
10 C 3.97 2.60 -5.96  -0.48
11 S 4.07 3.09 -7.74  0.74
12 C 4.63 3.48 -4.81  0.00
13 C 4.41 2.93 -3.35  0.02
14 N 3.65 1.73 -3.09  0.09
15 C 0.13 1.39 -4.11  0.01
16 H -2.20 3.55 -3.40  0.09
17 H -0.74 3.97 -4.48  0.08
18 H -2.36 3.70 -5.31  0.08
19 H -3.23 1.05 -5.74  0.11
20 H -2.28 -1.48 -6.11  0.09
21 H 0.20 -2.20 -5.21  0.08
22 H 2.61 -1.35 -4.23  0.13
23 H 2.02 -0.50 -2.62  0.11
24 H 2.67 0.63 -6.44  0.14
25 H 2.74 2.91 -8.18  -0.08
26 H 5.22 4.43 -5.02  0.11
27 H 4.87 3.49 -2.45  0.14
28 H 3.49 1.38 -2.12  0.17
29 H 0.74 2.19 -3.55  0.10
30 O 1.50 -0.42 0.00  0.05
31 C 0.34 -0.76 -0.15  -0.48
32 O -0.43 -0.34 -1.18  0.01
33 C -1.77 -0.84 -1.01  -0.14
34 C -1.63 -2.03 -0.10  -0.14
35 C -0.45 -1.65 0.77  -0.06
36 H -2.38 -0.05 -0.57  0.11
37 H -2.19 -1.11 -1.98  0.13
38 H -2.53 -2.25 0.47  0.13
39 H -1.37 -2.92 -0.68  0.09
40 H -0.76 -1.07 1.64  0.14
41 H 0.14 -2.52 1.07  0.13
42 O -4.70 0.10 -2.75  0.09
43 C -5.02 0.79 -1.82  -0.46
44 O -4.33 0.87 -0.65  0.00
45 C -5.04 1.70 0.27  -0.15
46 C -5.94 2.57 -0.58  -0.15
47 C -6.25 1.66 -1.75  -0.08
48 H -5.61 1.06 0.95  0.13
49 H -4.34 2.30 0.86  0.13
50 H -6.82 2.93 -0.05  0.12
51 H -5.38 3.44 -0.94  0.12
52 H -7.12 1.03 -1.55  0.14
53 H -6.39 2.22 -2.67  0.13
54 O -9.02 -1.95 -3.53  0.12
55 C -8.13 -2.11 -4.33  -0.47
56 O -7.95 -3.26 -5.05  0.03
57 C -6.75 -3.15 -5.82  -0.17
58 C -6.49 -1.67 -5.95  -0.16
59 C -7.05 -1.12 -4.66  -0.09
60 H -5.94 -3.66 -5.28  0.13
61 H -6.89 -3.63 -6.79  0.13
62 H -5.44 -1.42 -6.12  0.11
63 H -7.07 -1.27 -6.80  0.12
64 H -6.30 -1.13 -3.86  0.11
65 H -7.46 -0.12 -4.79  0.13
66 O 1.04 -1.81 5.55  0.11
67 C 1.92 -1.97 4.74  -0.46
68 O 2.10 -3.11 4.03  0.03
69 C 3.30 -2.99 3.24  -0.16
70 C 3.54 -1.51 3.11  -0.16
71 C 2.99 -0.97 4.41  -0.09
72 H 4.11 -3.50 3.77  0.13
73 H 3.15 -3.47 2.27  0.12
74 H 4.58 -1.25 2.93  0.12
75 H 2.95 -1.11 2.27  0.10
76 H 3.74 -0.97 5.20  0.10
77 H 2.57 0.03 4.29  0.13
78 O -0.53 -4.92 -1.26  0.12
79 C 0.35 -5.08 -2.07  -0.46
80 O 0.52 -6.23 -2.78  0.04
81 C 1.72 -6.12 -3.56  -0.15
82 C 1.97 -4.64 -3.70  -0.17
83 C 1.43 -4.09 -2.40  -0.08
84 H 2.53 -6.63 -3.04  0.13
85 H 1.57 -6.60 -4.53  0.13
86 H 3.02 -4.39 -3.87  0.12
87 H 1.39 -4.23 -4.54  0.10
88 H 2.18 -4.10 -1.60  0.14
89 H 1.01 -3.09 -2.52  0.11
90 O -1.33 3.40 0.61  0.11
91 C -0.19 3.66 0.91  -0.47
92 O 0.42 4.84 0.60  0.03
93 C 1.80 4.77 1.00  -0.17
94 C 1.85 3.70 2.07  -0.16
95 C 0.76 2.75 1.63  -0.08
96 H 2.41 4.52 0.13  0.12
97 H 2.11 5.75 1.38  0.13
98 H 2.83 3.24 2.17  0.12
99 H 1.58 4.13 3.04  0.12
100 H 1.14 2.00 0.92  0.11
101 H 0.28 2.26 2.48  0.14
102 O 5.41 0.00 5.74  0.10
103 C 5.28 1.17 6.02  -0.46
104 O 4.12 1.71 6.48  0.03
105 C 4.28 3.13 6.60  -0.16
106 C 5.77 3.35 6.72  -0.16
107 C 6.33 2.23 5.88  -0.08
108 H 3.85 3.61 5.71  0.12
109 H 3.74 3.48 7.48  0.13
110 H 6.08 4.35 6.39  0.12
111 H 6.08 3.23 7.76  0.13
112 H 6.42 2.51 4.82  0.13
113 H 7.30 1.89 6.26  0.13
114 O -0.25 1.28 9.04  0.10
115 C -0.43 0.10 9.15  -0.48
116 O -1.54 -0.46 9.71  0.03
117 C -1.37 -1.88 9.78  -0.17
118 C -0.33 -2.21 8.74  -0.17
119 C 0.54 -0.98 8.74  -0.09
120 H -1.04 -2.15 10.79  0.13
121 H -2.32 -2.37 9.58  0.13
122 H 0.21 -3.14 8.94  0.12
123 H -0.81 -2.32 7.76  0.12
124 H 1.34 -1.04 9.49  0.14
125 H 0.96 -0.77 7.75  0.10

Properties
HOMO-LUMO gap: 6.28 eV
HOMO level: -10.9 eV
Total charge: +1